The following is a quantum chemistry calculation of 14 unconnected molecules or ions with the total composition C18H64N6O14, from OMol25.

The geometry in ORCA input format:
```
! wB97M-V def2-TZVPD RIJCOSX def2/J DEFGRID3
* xyz 0 1
C 3.14393 -1.18367 3.97954
C 1.82563 -0.54300 3.50837
O 0.68594 -1.36680 3.67848
H 3.17201 -1.27782 5.07485
H 3.91662 -0.56913 3.55980
H 3.34111 -2.14073 3.48796
H 1.86676 -0.14492 2.46759
H 1.80119 0.26266 4.11392
H -0.18457 -0.87690 3.56387
C 0.99538 4.75675 -1.56584
C 0.25509 4.24499 -0.28185
O 0.84879 3.02962 0.13341
H 2.13163 4.66637 -1.54483
H 0.64398 5.72817 -1.88287
H 0.86892 4.13923 -2.41928
H -0.80854 4.12392 -0.56921
H 0.38603 4.93566 0.51813
H 0.59095 2.81173 1.03773
C 0.54682 -4.97456 -3.23255
C 0.64606 -3.64749 -4.02724
O 1.07765 -2.66098 -3.11824
H 0.11417 -4.81290 -2.25640
H 1.35265 -5.65624 -3.05128
H -0.22878 -5.59690 -3.65400
H -0.21714 -3.17961 -4.54302
H 1.45067 -3.63920 -4.75680
H 1.89472 -2.97857 -2.81714
C 4.34401 -4.81751 -3.19411
C 3.82373 -4.11571 -1.89738
O 3.56802 -2.76464 -2.19945
H 3.58343 -4.83830 -3.96304
H 4.65283 -5.84273 -3.08104
H 5.22376 -4.33186 -3.70032
H 4.57136 -4.20591 -1.05531
H 2.84466 -4.59472 -1.53923
H 3.16786 -2.48814 -1.36416
C 1.70773 0.61513 -4.25251
O 1.15297 0.40517 -5.50820
N 2.73632 -0.05420 -3.82093
N 1.41380 1.67738 -3.57249
H 3.00418 -1.00258 -4.27240
H 3.09880 0.11436 -2.86658
H 0.57272 2.20829 -3.81783
H 1.75306 1.76294 -2.57970
C -0.10601 -0.09718 -0.36671
O -0.75778 0.76482 -1.18573
N 0.71662 -1.03102 -0.79766
N -0.25382 -0.06959 0.92762
H 0.73041 -1.35192 -1.80975
H 1.12943 -1.70720 -0.17525
H -0.76992 0.58713 1.40516
H 0.20697 -0.67472 1.54168
C -2.25772 3.14935 2.32003
O -1.55246 2.01768 1.96087
N -1.79024 4.28763 2.79767
N -3.59062 3.11784 2.32798
H -0.78455 4.32919 3.10031
H -2.31481 4.97592 3.36713
H -4.09537 2.18420 2.12950
H -4.14387 3.62445 2.94930
C 1.47579 2.80580 3.40678
O 1.06270 4.14754 3.20940
H 1.90626 2.64217 4.41845
H 2.29459 2.59811 2.65977
H 0.67424 2.15638 3.29206
H 1.94009 4.55759 3.04984
C -2.43385 -2.52664 -0.09892
O -1.27776 -2.96284 -0.84639
H -2.31969 -2.27125 0.87993
H -2.93739 -3.48271 0.12224
H -3.22462 -1.89646 -0.47936
H -0.62027 -2.23041 -0.78561
C -2.14328 1.25470 5.09079
O -1.61310 0.28264 4.19532
H -1.64549 2.21267 5.07967
H -1.95199 0.92690 6.14185
H -3.20073 1.46655 4.99882
H -1.60477 0.72784 3.31495
C -4.03306 -0.27404 1.81672
O -4.95125 0.80480 1.64911
H -4.44867 -1.27482 1.50489
H -3.93759 -0.29692 2.86714
H -2.97926 -0.14612 1.43347
H -5.35168 0.75164 0.76463
C -1.97222 3.86344 -3.21650
O -1.12819 2.68537 -3.42657
H -1.60667 4.70774 -2.59588
H -2.82596 3.53200 -2.63596
H -2.42508 4.19915 -4.08223
H -1.06320 2.16604 -2.60920
C -4.10459 0.21443 -1.83721
O -3.54419 1.48747 -1.40082
H -4.69542 -0.18403 -0.98820
H -3.30023 -0.47390 -2.17327
H -4.76529 0.42939 -2.59353
H -2.64628 1.37981 -1.03550
C 1.65427 -3.45360 1.26568
O 2.46289 -2.34275 0.77768
H 1.48372 -4.23602 0.53797
H 0.73528 -3.09261 1.76408
H 2.11230 -4.01781 2.11111
H 3.24644 -2.12037 1.24221
*
```

Results
HOMO: -0.284 hartree
Molar mass: 588.7 g/mol
LUMO level: 0.05 eV
ΔE to the lowest compared entry with this formula, charge and spin: 67.3 kJ/mol
Frontier orbital gap: 7.79 eV

Atomic partial charges in e from the Mulliken method, atoms 1 to 99: -1.60 -0.04 -0.61 0.35 0.40 0.28 0.21 0.79 0.29 -1.38 0.40 -0.45 0.32 0.43 0.22 -0.05 0.43 0.01 -1.08 -0.32 -0.40 0.15 0.34 0.40 0.39 0.31 -0.01 -1.29 0.35 -0.55 0.22 0.41 0.31 0.34 -0.08 0.17 0.62 -0.78 -0.28 -0.20 0.20 0.16 0.26 0.07 -0.63 -0.05 0.83 2.08 0.36 -0.13 -0.03 -0.85 -0.28 -0.18 -0.27 -0.39 0.28 0.28 0.29 0.28 -0.47 -0.59 0.39 0.39 -0.05 0.36 -0.79 -0.53 0.27 0.44 0.11 0.27 -0.78 -0.48 0.26 0.30 0.28 0.06 -0.66 -0.67 0.41 0.42 0.11 0.29 -0.58 -0.57 0.16 0.17 0.41 0.38 -0.61 -0.59 0.10 0.17 0.45 0.19 -0.70 -0.63 0.25


The following is a quantum chemistry calculation of 16 unconnected molecules or ions with the total composition C18H68N12O16, from OMol25.

The geometry in ORCA input format:
```
! wB97M-V def2-TZVPD RIJCOSX def2/J DEFGRID3
* xyz 0 1
C 1.06602 -3.35837 -4.81131
C 1.60680 -3.57419 -3.32601
O 1.86930 -2.35197 -2.68199
H 1.08559 -4.26616 -5.38137
H 1.66071 -2.61469 -5.37428
H 0.00955 -3.07457 -4.75548
H 2.44981 -4.31233 -3.34696
H 0.89894 -4.02098 -2.63665
H 2.22022 -2.59186 -1.79789
C 0.09851 0.05756 -4.85850
C 1.52617 0.46982 -4.29160
O 1.49282 0.35372 -2.90038
H -0.64572 0.83165 -4.60386
H -0.22768 -0.86424 -4.39422
H -0.08368 0.01253 -5.96240
H 1.73245 1.42921 -4.71256
H 2.41980 -0.03677 -4.63823
H 1.60501 -0.60077 -2.76599
C 1.97254 3.99629 1.36951
O 1.58542 5.05198 0.54671
N 1.64522 2.81441 1.11764
N 2.72598 4.17625 2.37229
H 1.16691 2.68529 0.16608
H 1.88821 1.91790 1.62216
H 3.04981 5.04551 2.73509
H 3.13660 3.34632 2.74672
C -3.17874 1.50740 -3.02855
O -2.14017 1.59141 -2.14150
N -3.93635 2.47979 -3.35777
N -3.52938 0.37187 -3.60256
H -3.50725 3.35429 -2.98489
H -4.87673 2.40087 -3.65935
H -2.96619 -0.45803 -3.39595
H -4.25259 0.22161 -4.27101
C -3.26281 -3.13315 0.67487
O -4.28940 -3.57137 -0.24847
N -2.03997 -3.54942 0.52669
N -3.47329 -2.42746 1.74550
H -1.87904 -4.06525 -0.33599
H -1.15988 -3.27813 1.03663
H -4.46052 -2.27916 2.08901
H -2.69190 -2.10143 2.35756
C 0.72500 3.65900 -2.06471
O 1.88563 3.67276 -2.79660
N 0.37709 2.56854 -1.52175
N -0.08782 4.61292 -1.72352
H 0.96439 1.83157 -1.92089
H -0.61719 2.32130 -1.42721
H -0.03486 5.54614 -2.24954
H -0.70249 4.64197 -0.92568
C -1.54014 -1.22468 4.40222
O -1.43154 -1.48665 3.07487
N -2.66762 -1.35499 5.09861
N -0.54036 -0.58230 4.97728
H -3.46702 -1.85190 4.75037
H -2.61954 -1.20270 6.14066
H 0.31132 -0.59031 4.39125
H -0.40961 -0.18637 5.96132
C 3.04350 0.44241 3.46626
O 2.34858 -0.15789 4.52992
N 2.57053 0.61154 2.26655
N 4.20161 0.96924 3.66686
H 1.66586 0.16859 2.02346
H 3.18335 0.85646 1.45809
H 4.43822 1.22930 4.60563
H 4.77591 1.49741 3.03065
C -0.04986 2.26850 3.72859
O -1.39207 2.42838 4.01280
H 0.54475 2.17321 4.66922
H 0.29786 3.18095 3.24196
H 0.09868 1.48098 3.02673
H -1.74980 1.57674 4.15397
C 3.73979 0.81344 -0.90273
O 4.35484 0.91784 0.32326
H 3.03713 -0.04511 -0.96179
H 4.44021 0.68323 -1.77382
H 3.10623 1.65186 -1.13063
H 5.19216 1.37625 0.29435
C -4.38188 0.25572 0.06374
O -3.46448 0.16123 1.15689
H -4.66354 1.27714 -0.15583
H -5.31454 -0.26059 0.33097
H -4.10280 -0.13065 -0.86032
H -3.36908 -0.78251 1.24093
C -1.97549 -1.90168 -2.50699
O -2.61860 -2.16410 -3.70540
H -2.48860 -2.46345 -1.76733
H -1.82398 -0.86525 -2.24620
H -0.97102 -2.37613 -2.46464
H -2.39116 -3.07878 -4.03427
C 0.03112 -0.54582 0.00305
O 0.44649 -0.73090 1.34565
H 0.63049 0.32311 -0.35817
H -1.02859 -0.19615 -0.08495
H 0.32610 -1.37002 -0.61239
H -0.23704 -1.18326 1.84473
C 3.31121 -2.41863 0.65759
O 2.35187 -3.20861 -0.16795
H 3.88797 -3.06837 1.26294
H 2.81573 -1.68476 1.22037
H 4.06155 -1.92589 0.05112
H 2.85318 -3.99157 -0.35204
C -1.94047 3.00309 0.79407
O -1.69088 4.37422 0.70544
H -2.38970 2.81754 1.78336
H -1.00402 2.38903 0.70921
H -2.59022 2.71698 0.00853
H -1.76865 4.80921 1.53178
C 0.85423 -3.34018 3.02307
O 0.42290 -3.40331 1.67113
H 1.18661 -2.38945 3.40264
H 1.72533 -3.99443 3.15631
H -0.03221 -3.68200 3.56680
H 1.03835 -3.05379 1.04941
*
```

Results
HOMO: -0.281 hartree
Molar mass: 708.8 g/mol
LUMO level: 0.00 eV
ΔE to the lowest compared entry with this formula, charge and spin: 21.3 kJ/mol
Frontier orbital gap: 7.63 eV

Atomic partial charges in e from the Mulliken method, atoms 1 to 99: -0.93 -0.49 -0.52 0.45 0.21 0.06 0.34 0.30 0.31 -0.40 -0.75 -0.50 0.06 -0.22 0.43 0.56 0.45 0.28 0.47 -0.77 1.24 -0.18 -0.88 0.54 0.25 0.08 -0.04 -0.31 -0.44 -0.07 0.32 0.19 0.05 0.21 0.24 -0.80 0.04 -0.32 0.30 0.17 0.29 0.38 0.32 -0.80 2.77 -0.10 -1.06 -0.95 0.27 0.17 0.22 -0.64 -0.35 -0.15 0.25 0.22 -0.18 0.27 0.20 -0.79 0.82 -0.31 -0.82 0.43 0.28 0.19 0.25 -0.61 0.20 0.26 -0.30 0.37 -0.83 -0.52 -0.10 0.45 0.56 0.27 -0.77 -0.38 0.32 0.47 0.19 0.29 0.11 -0.71 0.70 -0.52 -0.38 0.39 1.09 1.08 -1.09 -0.16 -0.03 -0.80 -0.08 -0.77 0.47